# 1
Below is C3H5N3S in the gas phase, with properties calculated with wB97M-V/def2-TZVPD.

## Properties
molecular weight	115.2	g mol⁻¹
energy above the lowest of the compared OMol25 structures with the same formula, charge and spin	544.7	kJ/mol
gap between HOMO and LUMO	7.871	eV
charge	0
E_LUMO	0.18	eV

Geometry as XYZ:
```
12
Properties=species:S:1:pos:R:3:forces:R:3
C -0.325 1.128 0.142 -0.11 0.96 -0.75
C 0.020 -1.022 -2.163 1.29 -0.17 0.53
C -0.296 1.003 1.555 -1.78 1.12 3.33
N -0.934 0.933 -0.842 0.84 -1.15 -0.63
N -0.821 -0.259 -2.758 1.73 -2.03 0.81
N -1.303 0.727 -2.011 -2.96 3.31 0.00
S 1.005 -2.156 -3.045 1.46 -1.01 3.01
H 0.393 -0.930 -1.101 -0.79 0.04 -1.03
H -1.165 1.616 2.102 1.59 -0.84 -1.63
H 0.638 1.501 2.008 -1.24 -1.77 -0.45
H -0.702 -0.035 1.790 1.60 0.92 0.34
H 0.417 -1.880 -4.090 -1.63 0.63 -3.55
```
Forces are in eV/Å.

***

# 2
Below is a molecular structure, C29H31AsBNO2PtS, with properties calculated with wB97M-V/def2-TZVPD.

## Properties
molecular weight	738.5	g mol⁻¹
energy above the lowest of the compared OMol25 structures with the same formula, charge and spin	0.0	kJ/mol
gap between HOMO and LUMO	6.076	eV
charge	+2
E_LUMO	-8.50	eV

Geometry as XYZ:
```
67
Properties=species:S:1:pos:R:3:forces:R:3
Pt -1.014 0.253 -0.581 0.58 0.01 -0.44
C -5.044 -0.075 1.754 0.00 -0.01 0.00
C -4.281 1.082 1.767 -0.03 0.06 -0.05
C -3.048 1.117 1.113 0.04 0.03 -0.05
C -2.697 -0.027 0.437 -0.14 -0.37 0.06
C -3.393 -1.211 0.407 -0.06 0.05 -0.03
C -4.607 -1.213 1.088 -0.01 0.03 0.00
H -5.989 -0.093 2.281 0.01 -0.01 0.01
H -4.614 1.961 2.302 0.00 0.00 0.00
H -2.427 2.007 1.157 0.02 -0.04 0.07
H -3.039 -2.091 -0.114 0.02 0.00 0.01
H -5.204 -2.115 1.094 0.00 0.00 0.00
O -1.724 0.597 -2.422 -0.30 0.08 0.03
S -2.444 -0.523 -3.286 0.15 0.07 0.24
C -3.700 0.393 -4.199 -0.11 -0.04 -0.05
C -3.543 -0.090 -5.638 0.08 -0.03 -0.01
C -2.041 -0.099 -5.923 -0.03 0.04 0.00
C -1.356 -0.753 -4.720 0.00 -0.01 -0.09
H -3.458 1.450 -4.077 0.06 -0.01 0.00
H -4.669 0.178 -3.755 0.01 0.03 0.02
H -4.085 0.566 -6.316 -0.02 0.01 0.02
H -3.963 -1.092 -5.748 -0.01 0.00 -0.01
H -1.677 0.921 -6.048 -0.01 0.01 0.02
H -1.811 -0.646 -6.835 0.03 0.00 0.00
H -0.400 -0.307 -4.446 0.01 -0.05 0.03
H -1.225 -1.830 -4.827 -0.03 -0.01 -0.01
B 0.077 -4.077 -0.830 -0.06 -0.22 0.12
C -0.184 -2.587 -0.954 -0.01 0.12 0.01
N -0.388 -1.446 -1.141 -0.06 -0.02 0.08
H 1.216 -4.231 -0.483 0.01 -0.01 -0.12
H -0.276 -4.568 -1.873 0.11 0.01 -0.03
H -0.698 -4.407 0.050 -0.05 0.13 0.01
O -0.188 0.097 1.186 -0.22 0.27 0.21
As 1.461 0.475 1.559 0.11 -0.12 -0.06
C 1.598 0.114 3.410 -0.02 0.00 0.02
C 2.854 0.168 4.011 -0.02 -0.03 0.00
C 2.956 -0.078 5.370 0.01 0.01 0.00
C 1.818 -0.379 6.108 0.00 0.00 0.00
C 0.574 -0.441 5.496 -0.01 0.00 -0.01
C 0.453 -0.192 4.137 0.01 0.03 0.01
C 2.604 -0.634 0.540 0.04 0.00 -0.03
C 2.957 -0.239 -0.750 0.02 0.05 0.03
C 3.725 -1.089 -1.529 0.01 -0.02 -0.02
C 4.133 -2.316 -1.018 0.01 0.01 0.00
C 3.781 -2.701 0.268 0.00 0.00 0.01
C 3.011 -1.861 1.057 -0.04 -0.01 0.00
C 1.773 2.295 1.079 -0.04 0.02 -0.04
C 3.008 2.856 1.393 0.00 -0.01 -0.04
C 3.274 4.167 1.031 0.00 0.00 0.01
C 2.316 4.915 0.360 0.00 0.01 0.00
C 1.084 4.357 0.047 0.01 0.01 0.00
C 0.815 3.047 0.410 -0.08 -0.04 -0.01
H 3.747 0.380 3.436 0.00 0.00 -0.01
H 3.923 -0.039 5.853 0.00 0.00 0.00
H 1.904 -0.571 7.169 0.00 0.00 0.00
H -0.305 -0.686 6.077 0.00 0.00 0.00
H -0.511 -0.242 3.650 -0.01 0.00 0.00
H 2.659 0.732 -1.132 0.02 0.00 0.00
H 4.018 -0.793 -2.527 0.00 0.01 0.00
H 4.739 -2.974 -1.626 -0.01 0.00 -0.01
H 4.100 -3.659 0.655 0.01 0.00 0.00
H 2.732 -2.158 2.060 -0.01 -0.01 0.00
H 3.765 2.282 1.912 0.01 -0.01 0.00
H 4.233 4.605 1.272 0.00 0.00 0.01
H 2.527 5.940 0.086 0.00 0.00 -0.01
H 0.335 4.945 -0.466 0.00 0.00 -0.01
H -0.169 2.636 0.185 0.00 0.00 0.06
```
Forces are in eV/Å.

***

# 3
Below is 13 unconnected molecules or ions with the total composition C6H40N2O12, with properties calculated with wB97M-V/def2-TZVPD.

## Properties
molecular weight	332.4	g mol⁻¹
energy above the lowest of the compared OMol25 structures with the same formula, charge and spin	699.6	kJ/mol
gap between HOMO and LUMO	8.962	eV
charge	0
E_LUMO	0.24	eV

Geometry as XYZ:
```
60
Properties=species:S:1:pos:R:3:forces:R:3
N -0.800 1.746 -1.289 5.01 -2.31 -0.88
C -0.299 0.394 -1.496 -1.19 -1.92 3.86
C -1.521 -0.582 -1.431 2.55 -3.46 0.14
C -2.440 -0.650 -2.559 -4.27 2.40 -1.63
C 0.544 -0.139 -0.111 -1.91 4.34 1.60
N 2.000 0.165 -0.184 -0.34 -2.65 -0.93
C 2.548 1.037 0.804 1.43 1.66 -0.12
C 2.723 -1.145 -0.154 -2.85 -1.31 -0.64
H -1.562 1.835 -0.763 -3.39 0.03 2.74
H -0.767 2.370 -1.996 0.23 1.92 -2.95
H 0.423 0.243 -2.291 -0.94 0.01 -0.25
H -2.066 -0.580 -0.474 0.28 0.77 -0.21
H -1.132 -1.681 -1.386 0.20 1.90 0.45
H -3.062 -1.561 -2.745 1.12 0.34 0.25
H -2.205 -0.160 -3.524 0.85 -0.81 0.32
H -3.255 0.080 -2.289 0.19 -0.48 -0.19
H 0.266 -1.159 0.301 0.36 1.19 -1.26
H 0.024 0.615 0.733 1.43 -1.83 -2.01
H 2.512 2.072 0.440 -0.32 -0.04 0.23
H 3.690 0.919 0.951 -1.95 -0.50 0.10
H 1.893 0.987 1.655 0.56 0.10 1.05
H 1.848 -1.943 -0.391 3.04 1.44 0.24
H 3.516 -1.181 -0.870 0.38 -0.06 -0.72
H 3.183 -1.367 0.812 -0.38 0.03 0.18
H -3.255 2.087 0.408 -1.66 0.28 -0.38
H -2.701 0.959 1.405 -0.13 1.56 -1.23
O -2.468 1.751 0.781 0.90 -1.22 2.00
H 0.251 3.313 2.144 0.93 1.08 -0.07
H 1.855 3.258 2.722 -1.25 0.38 -0.61
O 0.969 2.867 2.634 0.03 -1.34 0.94
H -0.886 4.715 0.585 -0.49 -1.07 3.33
H -1.802 3.677 1.473 1.95 1.83 0.17
O -1.085 4.424 1.585 -1.43 -1.10 -3.54
H 0.806 -2.361 1.181 -1.46 1.95 -0.99
H 0.511 -3.855 1.453 -0.19 0.32 -0.23
O 1.161 -3.143 1.480 3.23 -3.28 0.27
H 2.155 0.998 -1.796 1.29 -0.46 -1.02
H 1.601 1.283 -3.120 -1.95 0.83 -1.65
O 2.435 1.073 -2.788 1.26 -0.34 2.56
H 2.055 -0.899 -2.969 0.40 0.61 -0.43
H 1.066 -1.596 -4.069 1.38 0.22 2.89
O 1.435 -1.618 -3.098 -1.65 -0.98 -2.62
H -3.659 -0.655 2.766 -2.87 -0.83 2.61
H -2.236 -0.399 2.583 -0.29 0.48 -0.34
O -3.093 -0.438 2.097 2.71 0.20 -2.28
H 0.267 -3.485 -2.767 4.63 0.31 -0.24
H -0.879 -2.768 -2.247 0.33 -2.05 -1.49
O -0.620 -3.612 -2.760 -4.87 1.33 1.45
H -0.520 -0.400 3.030 2.38 -2.18 -0.38
H -0.323 1.216 3.225 -0.96 -2.13 -0.13
O -0.922 0.388 3.276 -0.69 4.63 0.90
H 1.089 -2.048 3.036 0.47 -0.30 -0.47
H 0.130 -2.363 4.049 -0.69 -2.15 5.72
O 0.159 -2.030 3.239 -0.56 2.87 -3.85
H 1.982 3.999 -1.063 -0.05 0.68 0.43
H 0.858 3.227 -0.735 -2.69 -4.29 -0.79
O 1.211 4.005 -0.469 2.59 3.65 0.33
H -1.372 -4.443 -0.215 0.32 -1.04 0.00
H -1.206 -3.185 0.524 0.75 -3.91 1.32
O -1.032 -4.261 0.676 -1.76 4.70 -1.56
```
Forces are in eV/Å.

***

# 4
Below is 3 unconnected molecules or ions with the total composition C8H24ClN2O2, with properties calculated with wB97M-V/def2-TZVPD.

## Properties
molecular weight	215.7	g mol⁻¹
gap between HOMO and LUMO (alpha / beta)	9.449 / 3.849	eV
charge	+2
expectation value of S²	0.752
spin multiplicity	2
E_LUMO (alpha / beta)	-6.18 / -11.76	eV

Geometry as XYZ:
```
37
Properties=species:S:1:pos:R:3:forces:R:3
Cl -2.184 1.717 -0.492 -0.04 0.17 -0.02
C 0.921 2.485 4.294 -0.38 -1.42 -0.71
C 0.342 2.644 2.854 0.23 1.38 1.80
C 1.279 2.207 1.778 0.01 -0.10 -0.12
O 2.504 2.962 1.779 -7.10 1.02 6.02
C 3.148 2.686 0.718 4.62 -0.98 -4.99
N -1.076 1.948 2.727 0.97 1.05 0.04
H -1.083 0.999 3.070 0.03 -0.46 0.00
H -1.827 2.454 3.174 0.17 0.47 1.52
H -1.495 2.036 1.812 0.68 -0.69 -1.21
H 0.107 2.520 5.017 0.41 0.64 0.31
H 1.836 3.039 4.507 -0.72 1.16 -0.20
H 1.402 1.517 4.438 -0.53 -0.74 -0.38
H 0.142 3.700 2.670 -0.33 0.04 0.16
H 0.764 2.364 0.830 0.07 0.08 -0.46
H 1.410 1.130 1.887 0.69 -0.33 -0.10
H 2.559 2.454 -0.170 -0.28 -0.44 -0.11
H 3.794 1.865 1.032 0.83 -0.33 -1.32
H 3.682 3.581 0.400 0.70 -0.21 0.08
C -2.091 -3.160 -0.587 0.10 0.41 -0.11
C -1.159 -2.254 -1.442 -1.11 -0.85 1.11
C -0.509 -3.117 -2.445 2.04 0.21 -0.44
O 0.591 -2.382 -2.980 -0.09 0.35 1.30
C 0.826 -2.599 -4.328 -0.85 0.94 -1.95
N -1.879 -1.101 -2.199 1.35 -1.04 0.83
H -2.260 -1.351 -3.100 -0.81 -0.58 -0.14
H -2.535 -0.684 -1.554 -0.38 0.46 -0.30
H -1.124 -0.481 -2.455 0.25 0.74 0.13
H -1.611 -4.134 -0.496 0.06 0.06 -0.07
H -3.059 -3.356 -1.048 -0.04 0.18 -0.03
H -2.221 -2.823 0.442 -0.17 0.30 -0.17
H -0.424 -1.761 -0.807 -0.02 0.08 -0.15
H -1.279 -3.419 -3.155 0.23 -0.28 -0.52
H -0.017 -3.971 -1.979 -0.72 -0.35 0.14
H 0.044 -2.001 -4.797 -0.58 -0.59 -0.93
H 0.803 -3.642 -4.641 0.06 0.02 0.10
H 1.680 -2.073 -4.755 0.64 -0.38 0.92
```
Forces are in eV/Å.